Entry 1:
Entry from the Open Molecules 2025 dataset: a 2-piece molecular cluster, C14H16 overall in a non-equilibrium geometry (the ωB97M-V functional and the def2-TZVPD basis).

Summary:
HOMO level	-8.84	eV
F_max	2.35	eV/A
DFT total energy	-14777.0412	eV
LUMO	0.0348	Eh
structure (SMILES)	Cc1ccccc1.Cc1ccccc1
frontier orbital gap	0.3597	Ha
energy above the lowest of the compared OMol25 structures with the same formula, charge and spin	69.9	kJ/mol

ORCA input file:
```
! RIJCOSX wB97M-V def2-TZVPD def2/J DEFGRID3
* xyz 0 1
C 2.755 -0.800 0.652
C 1.575 -1.721 0.683
C 1.727 -3.023 1.111
C 0.604 -3.817 1.374
C -0.651 -3.264 1.407
C -0.816 -1.934 0.988
C 0.247 -1.190 0.588
H 3.695 -1.340 0.600
H 2.682 -0.117 1.497
H 2.724 -0.209 -0.273
H 2.740 -3.342 1.322
H 0.612 -4.886 1.566
H -1.483 -3.727 1.921
H -1.799 -1.476 1.037
H 0.105 -0.180 0.218
C 0.849 1.864 -2.167
C -0.455 2.047 -1.465
C -0.568 3.054 -0.463
C -1.627 3.114 0.392
C -2.681 2.203 0.246
C -2.657 1.336 -0.823
C -1.542 1.219 -1.642
H 1.114 2.481 -3.021
H 1.040 0.845 -2.491
H 1.653 1.983 -1.429
H 0.245 3.770 -0.516
H -1.527 3.739 1.271
H -3.569 2.204 0.864
H -3.497 0.672 -0.999
H -1.494 0.494 -2.446
*
```

Entry 2:
Entry from the Open Molecules 2025 dataset: an isolated ion of composition C4H13N3 and charge +1 in a non-equilibrium geometry (the ωB97M-V functional and the def2-TZVPD basis).

Summary:
HOMO level (spin up / spin down)	-13.34 / -13.33	eV
F_max	2.21	eV/A
DFT total energy	-8820.1483	eV
<S²>	0.756
LUMO (spin up / spin down)	-0.1052 / -0.2935	Eh
frontier orbital gap (spin up / spin down)	0.3850 / 0.1965	Ha
energy above the lowest of the compared OMol25 structures with the same formula, charge and spin	82.6	kJ/mol

ORCA input file:
```
! RIJCOSX wB97M-V def2-TZVPD def2/J DEFGRID3
* xyz 1 2
C -0.935 0.099 0.948
N -0.280 -0.647 -0.124
C 0.974 -1.229 0.093
C 2.134 -0.101 0.123
N 2.611 0.260 -1.177
C -1.876 1.150 0.316
N -2.857 0.553 -0.564
H -0.196 0.566 1.597
H -1.584 -0.587 1.451
H -0.262 -0.066 -0.970
H 1.258 -2.015 -0.597
H 0.998 -1.707 1.082
H 1.706 0.749 0.640
H 2.980 -0.505 0.666
H 1.890 0.213 -1.892
H 3.340 -0.377 -1.479
H -1.200 1.807 -0.252
H -2.301 1.760 1.103
H -2.597 -0.411 -0.746
H -3.804 0.487 -0.218
*
```

Entry 3:
Entry from the Open Molecules 2025 dataset: C35H31F6N5NaO12S2Te as an isolated structure in a non-equilibrium geometry (the ωB97M-V functional and the def2-TZVPD basis).

Summary:
HOMO level (spin up / spin down)	-0.87 / -2.92	eV
F_max	3.29	eV/A
DFT total energy	-118495.5324	eV
<S²>	0.796
LUMO (spin up / spin down)	0.1350 / 0.1350	Eh
frontier orbital gap (spin up / spin down)	0.1670 / 0.2425	Ha
energy above the lowest of the compared OMol25 structures with the same formula, charge and spin	301.6	kJ/mol

ORCA input file:
```
! RIJCOSX wB97M-V def2-TZVPD def2/J DEFGRID3
* xyz -2 2
Na -0.216 -0.306 0.441
C -3.568 3.085 2.543
C -3.529 2.674 1.075
C -4.487 3.563 0.272
C -2.153 2.689 0.452
C -1.991 2.116 -0.804
C -0.748 2.029 -1.399
C 0.371 2.561 -0.776
C 1.736 2.463 -1.382
C 0.202 3.188 0.450
C -1.036 3.243 1.061
H -4.584 2.979 2.920
H -3.263 4.123 2.672
H -2.930 2.443 3.142
H -3.884 1.641 1.013
H -4.134 4.593 0.277
H -5.484 3.536 0.709
H -4.554 3.231 -0.761
H -2.846 1.702 -1.317
H -0.655 1.547 -2.365
H 2.349 1.823 -0.749
H 2.215 3.441 -1.429
H 1.688 2.038 -2.383
H 1.062 3.627 0.938
H -1.111 3.719 2.027
F -4.985 -0.491 0.604
C -4.502 -1.297 -0.341
F -5.289 -2.379 -0.374
F -4.684 -0.663 -1.512
S -2.701 -1.765 -0.060
O -1.984 -0.606 -0.492
O -2.548 -2.936 -0.862
N -2.793 -2.043 1.470
S -1.342 -2.390 1.978
O -1.014 -2.314 3.359
O -0.332 -2.195 0.966
C -1.511 -4.307 1.794
F -2.779 -4.744 1.927
F -0.795 -4.978 2.726
F -1.075 -4.765 0.614
Te 0.004 -2.012 -2.004
C 1.643 -2.112 -3.405
C 2.724 -1.247 -3.307
C 3.806 -1.341 -4.163
C 3.816 -2.296 -5.166
C 2.739 -3.158 -5.291
C 1.673 -3.070 -4.413
C -1.236 -1.655 -3.727
C -2.555 -2.096 -3.802
C -3.346 -1.823 -4.904
C -2.834 -1.109 -5.975
C -1.524 -0.659 -5.919
C -0.745 -0.917 -4.808
H 2.701 -0.491 -2.537
H 4.645 -0.666 -4.056
H 4.656 -2.373 -5.845
H 2.744 -3.908 -6.073
H 0.836 -3.750 -4.511
H -2.966 -2.655 -2.975
H -4.369 -2.175 -4.933
H -3.451 -0.907 -6.840
H -1.108 -0.102 -6.751
H 0.269 -0.541 -4.768
O 2.505 3.459 6.802
N 1.448 2.942 6.435
O 0.429 2.984 7.124
C 1.404 2.288 5.190
C 0.215 1.687 4.780
C 0.125 1.065 3.532
C 1.246 1.056 2.605
O 1.166 0.583 1.459
C 2.473 1.641 3.123
C 2.533 2.246 4.376
N 3.643 1.623 2.360
O 4.694 2.030 2.888
O 3.643 1.204 1.197
N -1.073 0.489 3.198
O -2.014 0.538 4.004
O -1.238 -0.078 2.062
H -0.645 1.710 5.428
H 3.459 2.691 4.706
O 2.240 -2.054 -0.522
N 3.068 -1.802 0.404
C 2.706 -1.846 1.701
C 3.623 -1.644 2.707
C 4.952 -1.382 2.404
C 5.300 -1.294 1.065
C 4.349 -1.508 0.097
H 1.665 -2.041 1.890
H 3.289 -1.684 3.733
H 5.683 -1.223 3.182
H 6.308 -1.044 0.775
H 4.565 -1.449 -0.957
*
```

Entry 4:
Entry from the Open Molecules 2025 dataset: one molecule with the formula C3H4N2O3 in a non-equilibrium geometry (the ωB97M-V functional and the def2-TZVPD basis).

Summary:
HOMO level	-10.07	eV
F_max	3.60	eV/A
DFT total energy	-12293.5744	eV
LUMO	-0.0040	Eh
structure (SMILES)	O/N=C1/C=NOCO1
frontier orbital gap	0.3662	Ha
energy above the lowest of the compared OMol25 structures with the same formula, charge and spin	523.0	kJ/mol

ORCA input file:
```
! RIJCOSX wB97M-V def2-TZVPD def2/J DEFGRID3
* xyz 0 1
O -2.680 -0.340 0.073
N -1.818 0.767 0.035
C -0.602 0.405 -0.090
C 0.632 1.291 -0.094
N 1.817 0.964 0.196
O 2.039 -0.416 -0.178
C 1.003 -1.209 0.231
O -0.205 -0.846 -0.280
H -2.026 -1.107 0.087
H 0.465 2.350 0.049
H 1.298 -2.116 -0.282
H 0.841 -1.351 1.326
*
```

Entry 5:
Entry from the Open Molecules 2025 dataset: C17H31O3RuSSi3 as an isolated structure in a non-equilibrium geometry (the ωB97M-V functional and the def2-TZVPD basis).

Summary:
HOMO level (spin up / spin down)	-11.94 / -11.91	eV
F_max	3.30	eV/A
DFT total energy	-61318.2049	eV
<S²>	6.039
LUMO (spin up / spin down)	-0.1018 / -0.2386	Eh
frontier orbital gap (spin up / spin down)	0.3368 / 0.1989	Ha
energy above the lowest of the compared OMol25 structures with the same formula, charge and spin	0.0	kJ/mol

ORCA input file:
```
! RIJCOSX wB97M-V def2-TZVPD def2/J DEFGRID3
* xyz 1 5
Ru -15.146 -0.074 2.643
C -15.735 -3.248 4.915
O -15.789 -2.395 3.778
Si -17.064 -2.155 2.708
C -18.742 -2.039 3.522
C -17.242 -3.594 1.494
C -16.716 -0.529 1.677
Si -18.304 0.505 1.278
C -19.396 -0.635 0.210
C -17.699 1.923 0.202
C -19.203 1.205 2.767
Si -15.197 -0.407 0.396
C -14.018 -1.493 1.451
C -15.635 -1.295 -1.174
C -14.516 1.206 -0.188
H -15.552 -4.289 4.589
H -16.682 -3.243 5.473
H -14.961 -2.934 5.617
H -18.983 -2.961 4.051
H -19.564 -1.912 2.800
H -18.818 -1.236 4.254
H -17.820 -4.370 1.982
H -16.281 -4.033 1.187
H -17.792 -3.255 0.623
H -18.871 -0.828 -0.724
H -20.319 -0.072 -0.046
H -19.679 -1.587 0.682
H -17.269 1.562 -0.736
H -16.931 2.528 0.690
H -18.545 2.589 -0.031
H -19.914 0.489 3.185
H -19.783 2.068 2.451
H -18.531 1.559 3.543
H -14.367 -2.478 1.054
H -14.062 -1.632 2.587
H -12.990 -1.260 1.181
H -15.977 -2.316 -0.963
H -14.756 -1.330 -1.828
H -16.429 -0.772 -1.699
H -15.094 2.048 0.149
H -14.459 1.208 -1.284
H -13.509 1.357 0.199
O -16.492 2.235 5.772
C -15.713 1.908 4.850
O -16.078 1.256 3.765
C -14.264 2.433 4.925
C -14.174 3.686 5.522
C -12.946 4.325 5.607
C -11.802 3.792 5.024
C -11.919 2.547 4.455
C -13.126 1.822 4.365
S -12.926 0.240 3.722
H -15.097 4.134 5.955
H -12.909 5.240 6.210
H -10.829 4.283 5.032
H -11.061 2.004 4.073
*
```

Repeat the fifth record exactly.
Entry from the Open Molecules 2025 dataset: C17H31O3RuSSi3 as an isolated structure in a non-equilibrium geometry (the ωB97M-V functional and the def2-TZVPD basis).

Summary:
HOMO level (spin up / spin down)	-11.94 / -11.91	eV
F_max	3.30	eV/A
DFT total energy	-61318.2049	eV
<S²>	6.039
LUMO (spin up / spin down)	-0.1018 / -0.2386	Eh
frontier orbital gap (spin up / spin down)	0.3368 / 0.1989	Ha
energy above the lowest of the compared OMol25 structures with the same formula, charge and spin	0.0	kJ/mol

ORCA input file:
```
! RIJCOSX wB97M-V def2-TZVPD def2/J DEFGRID3
* xyz 1 5
Ru -15.146 -0.074 2.643
C -15.735 -3.248 4.915
O -15.789 -2.395 3.778
Si -17.064 -2.155 2.708
C -18.742 -2.039 3.522
C -17.242 -3.594 1.494
C -16.716 -0.529 1.677
Si -18.304 0.505 1.278
C -19.396 -0.635 0.210
C -17.699 1.923 0.202
C -19.203 1.205 2.767
Si -15.197 -0.407 0.396
C -14.018 -1.493 1.451
C -15.635 -1.295 -1.174
C -14.516 1.206 -0.188
H -15.552 -4.289 4.589
H -16.682 -3.243 5.473
H -14.961 -2.934 5.617
H -18.983 -2.961 4.051
H -19.564 -1.912 2.800
H -18.818 -1.236 4.254
H -17.820 -4.370 1.982
H -16.281 -4.033 1.187
H -17.792 -3.255 0.623
H -18.871 -0.828 -0.724
H -20.319 -0.072 -0.046
H -19.679 -1.587 0.682
H -17.269 1.562 -0.736
H -16.931 2.528 0.690
H -18.545 2.589 -0.031
H -19.914 0.489 3.185
H -19.783 2.068 2.451
H -18.531 1.559 3.543
H -14.367 -2.478 1.054
H -14.062 -1.632 2.587
H -12.990 -1.260 1.181
H -15.977 -2.316 -0.963
H -14.756 -1.330 -1.828
H -16.429 -0.772 -1.699
H -15.094 2.048 0.149
H -14.459 1.208 -1.284
H -13.509 1.357 0.199
O -16.492 2.235 5.772
C -15.713 1.908 4.850
O -16.078 1.256 3.765
C -14.264 2.433 4.925
C -14.174 3.686 5.522
C -12.946 4.325 5.607
C -11.802 3.792 5.024
C -11.919 2.547 4.455
C -13.126 1.822 4.365
S -12.926 0.240 3.722
H -15.097 4.134 5.955
H -12.909 5.240 6.210
H -10.829 4.283 5.032
H -11.061 2.004 4.073
*
```

Among the records above, which one has the highest DFT total energy?
C4H13N3

Which value of energy above the lowest of the compared OMol25 structures with the same formula, charge and spin does entry 3 give?
301.6 kJ/mol

Look up the energy above the lowest of the compared OMol25 structures with the same formula, charge and spin of the fifth one.
0.0 kJ/mol